# 1
136
Properties=species:S:1:pos:R:3:forces:R:3 method="wB97M-V/def2-TZVPD" lumo_energy_ev=-0.815 homo_energy_ha=-0.2871
Br -1.1546 0.2833 9.4479 0.04 0.10 0.03
Br -1.4034 -1.0635 5.1724 0.06 -0.02 -0.06
Br 2.3449 -1.8379 11.3228 -0.02 -0.05 0.09
Br 4.1922 1.0509 4.5136 0.03 -0.04 -0.06
Br -0.5057 -1.9189 15.5929 -0.04 0.13 0.08
Br 1.3778 2.6290 18.7894 0.09 -0.05 -0.04
Br -4.4979 2.0144 -14.7944 -0.02 0.11 0.05
Br -5.0263 -0.4121 -9.4803 0.13 0.00 -0.03
Br -3.1094 -8.2081 -0.2279 -0.10 0.06 0.05
Br 3.9789 -2.2503 17.1018 -0.02 -0.08 0.04
Br 4.2922 1.8805 -13.4795 -0.10 0.05 0.08
Br -2.1958 -0.2607 -7.1083 -2.34 -0.72 -0.96
Br 1.2978 3.8810 -16.9415 -0.07 -0.07 -0.03
Br -1.3863 5.3882 -18.9808 0.16 0.06 -0.17
Br 4.1734 2.8383 21.1913 -0.12 -0.05 0.01
Br -0.0779 0.9575 2.3843 -0.17 0.31 0.16
Br 3.2375 0.6162 0.9763 0.14 0.05 -0.01
Br 0.2707 2.6974 -11.0407 0.28 0.82 -2.49
Br 2.1193 -4.6599 15.0148 0.05 0.06 -0.05
Br 3.0729 -0.1612 -10.6552 0.11 -0.03 -0.04
Br -0.9754 -3.1487 12.2606 0.02 0.06 -0.16
Br 0.4820 0.4647 -13.9752 -0.06 -0.03 0.11
Br -1.6822 -2.5525 19.0337 0.12 -0.02 -0.03
Br -2.1634 2.8506 6.9983 0.00 -0.09 0.01
Br -4.3085 -8.8384 3.2065 0.08 -0.06 -0.02
Br -2.2871 4.8742 -15.5483 -0.10 -0.14 0.13
O -0.9655 -3.3680 -0.9250 0.11 0.57 2.60
O -0.4800 -4.5258 1.0252 0.24 3.86 -2.86
N -1.3806 -1.3680 -3.0495 -0.88 3.83 3.20
N -1.7471 1.4599 -1.6242 0.43 -5.79 -1.64
C -3.2361 1.4941 7.8981 -0.19 0.17 -0.06
C -0.9165 1.7229 -13.4629 0.03 0.02 -0.38
C -0.1577 1.3614 4.2898 0.12 0.08 -0.13
C -2.0251 0.1878 -1.0394 0.62 0.39 -1.36
C 3.0809 1.3082 20.6791 0.29 -0.03 0.09
C 0.6669 3.3660 -8.3480 -0.93 -2.46 0.32
C 4.5980 1.0488 -10.7548 -0.16 -0.05 0.26
C -0.0743 1.1134 -5.9490 -1.20 -0.96 3.72
C 3.6654 -3.5597 14.5716 -0.09 -0.22 -0.08
C 4.2721 2.2752 -11.5711 0.21 0.12 -0.16
C -0.4515 -0.7652 17.1618 0.19 -0.01 -0.23
C -0.3304 2.9831 -12.8764 0.01 0.05 0.07
C -2.1823 -2.5605 -0.8903 -0.21 1.23 -2.04
C -2.8028 1.3167 9.3317 0.01 -0.27 0.09
C -1.8423 -1.2046 -1.7107 0.41 1.71 -1.35
C 0.1339 -3.5561 10.7115 -0.20 -0.18 0.15
C 4.8964 1.9168 2.9144 0.00 0.16 0.23
C -0.8523 2.5510 -3.7777 1.05 -2.11 -2.48
C 0.4964 -2.2745 1.0440 -0.23 0.03 -0.33
C -3.3125 -1.7742 -7.6300 0.08 0.18 -0.22
C -2.7427 -7.8523 2.5907 -0.13 0.11 0.22
C -0.1304 -1.5521 18.4082 -0.11 0.07 0.24
C -3.0494 -7.0587 1.3454 0.29 0.09 -0.21
C 0.1774 2.0284 -8.4730 0.48 1.06 1.28
C -0.2749 2.4885 -5.2334 -1.24 -2.62 2.87
C -4.9343 3.7783 -15.5006 -0.17 -0.21 -0.08
C -0.3588 -3.4561 0.3628 0.20 -3.05 2.72
C -1.2398 1.2524 -2.9549 0.57 1.40 -1.96
C 3.7964 2.2208 1.9284 0.02 -0.08 -0.31
C 1.5936 -3.6219 11.0867 0.19 0.03 -0.21
C 0.2710 4.5258 -19.5374 -0.23 -0.06 -0.22
C 0.1329 0.1361 5.1196 -0.06 0.03 0.28
C 0.5860 3.3317 -18.6709 0.27 -0.03 0.14
C 0.5362 0.8868 -7.4125 1.28 0.49 -0.24
C -0.4963 -0.1711 -5.1475 1.05 3.42 1.19
C 4.6274 -3.4766 15.7306 0.16 0.18 -0.03
C -3.8850 4.2535 -16.4751 0.08 0.28 0.05
C 2.7699 1.3274 19.2029 -0.25 -0.07 -0.09
C -1.0661 -0.1100 -3.6715 0.60 0.45 -0.77
C -3.6428 -1.7326 -9.1026 -0.33 -0.23 -0.07
H -5.0605 4.4413 -14.6445 0.11 -0.07 -0.17
H -2.7866 -1.4845 -9.7303 -0.09 -0.01 0.18
H 1.3472 -1.9195 0.3568 -1.59 -0.32 0.82
H 1.7776 -4.1697 12.0116 -0.16 0.09 -0.10
H -4.2442 5.1201 -17.0332 -0.02 -0.10 0.08
H 4.8005 -4.4361 16.2182 -0.12 0.13 -0.10
H 0.3361 -0.0386 16.9529 -0.06 -0.06 0.09
H -0.2808 2.7007 -18.4726 0.08 0.17 -0.07
H -0.0845 -2.8013 9.9556 0.11 -0.07 0.12
H 1.7592 3.5489 -8.0508 -2.03 -0.11 0.58
H -3.1564 0.5815 7.3064 0.07 0.11 0.14
H -1.0903 3.7639 -12.8084 0.02 -0.14 -0.05
H -2.5854 -2.3627 0.1590 0.68 -0.23 -1.42
H -1.4103 -0.2493 17.2118 0.15 -0.11 0.10
H -4.0031 -6.5328 1.3924 0.11 -0.17 0.08
H 2.3630 0.3659 18.8829 0.08 0.06 0.08
H -1.9427 -8.5798 2.4529 -0.14 0.14 -0.08
H -0.3764 -1.2062 -5.6321 0.02 1.91 1.23
H 2.9046 2.6422 2.3934 0.14 -0.10 0.00
H -1.1396 1.7915 4.4837 0.16 -0.16 0.02
H -3.5419 0.7367 9.8872 0.04 0.06 -0.12
H -2.6250 2.2594 9.8492 -0.02 -0.11 -0.16
H -0.2142 -1.4122 1.3465 1.26 -1.39 -0.82
H 0.1860 -0.1356 -7.7755 0.77 1.52 0.46
H -2.2527 -6.3398 1.1423 -0.03 -0.09 0.07
H -4.0635 -2.6852 -9.4304 0.06 0.09 0.05
H 5.4344 0.4742 -11.1532 -0.14 0.15 -0.02
H -3.5667 3.4824 -17.1768 -0.09 0.07 0.15
H -1.4530 1.9424 -14.3874 0.06 0.05 0.14
H -0.9628 3.5819 -3.2755 0.14 -1.97 -0.85
H 3.2929 2.6977 -11.3432 0.10 -0.17 0.01
H 2.1905 1.3276 21.3077 0.09 0.02 -0.18
H -2.9730 -3.1113 -1.5332 1.34 0.73 1.29
H -1.5829 1.1965 -12.7789 0.12 0.15 -0.03
H 1.3742 2.7263 -19.1222 -0.10 0.11 -0.01
H -0.4741 1.7459 -9.4119 0.06 0.39 3.52
H 0.6062 2.1242 4.4513 -0.04 -0.14 0.04
H 0.9780 -0.4453 4.7498 -0.14 0.14 -0.04
H -2.4843 -7.1871 3.4165 -0.02 -0.02 -0.15
H 4.8111 1.3214 -9.7194 -0.02 0.04 -0.14
H 0.1248 -0.8814 19.2315 -0.06 0.00 -0.12
H 1.6830 0.8482 -7.2912 -1.58 0.03 -0.12
H 0.9979 -2.6357 2.0189 -1.10 0.20 -1.70
H -4.2615 1.8650 7.8486 0.12 -0.03 0.07
H 5.6689 1.2615 2.5116 -0.20 0.08 0.00
H -0.0782 4.2185 -8.4918 1.69 -1.07 -0.85
H -0.2158 -4.5281 10.3591 0.12 0.08 0.03
H 0.6771 -2.2719 18.2685 -0.13 0.11 -0.11
H 3.6808 0.4326 20.9334 -0.08 0.07 -0.10
H -2.4188 0.1959 0.0472 0.71 0.07 -1.97
H -4.1944 -1.7547 -6.9895 0.07 -0.01 -0.19
H -5.8959 3.6527 -16.0017 0.14 0.03 0.00
H 2.1782 -4.0710 10.2816 -0.12 0.05 0.05
H 0.5247 3.3630 -13.4370 -0.16 -0.15 -0.06
H 1.0489 5.2891 -19.5186 -0.10 -0.16 0.09
H 4.1329 -4.0560 13.7192 0.04 0.08 0.13
H 3.2849 -2.5879 14.2559 0.08 -0.12 0.10
H 5.0355 3.0428 -11.4317 -0.05 -0.13 0.03
H -2.7179 -2.6594 -7.3953 -0.05 0.08 -0.07
H 5.5836 -3.0606 15.4079 -0.14 -0.03 -0.01
H 4.1524 2.9016 1.1532 0.01 -0.07 0.12
H 0.0970 4.2162 -20.5695 0.04 -0.02 0.13
H 0.3143 0.4102 6.1608 -0.06 0.05 -0.11
H 0.0118 3.4584 -5.7627 -0.51 -1.62 0.86
H 5.3587 2.8388 3.2717 -0.09 -0.08 -0.07
H 3.6315 1.5756 18.5829 -0.10 -0.02 0.18


# 2
21
Properties=species:S:1:pos:R:3:forces:R:3 method="wB97M-V/def2-TZVPD" lumo_energy_ev=0.975 de_lowest_kcal_mol=58.5 homo_energy_ha=-0.3044 smiles=C[C@@H]1[C@H](C)C1(C)C
C -1.7520 -1.4963 -0.4546 -0.13 -0.05 0.08
C 1.7802 0.1760 -0.8121 0.26 -0.27 -0.27
C 0.5622 -0.7468 1.2066 0.02 0.02 -0.09
C -0.7637 -0.4616 -0.9100 -0.03 -0.30 -0.02
C -0.5886 0.9841 -0.4459 1.29 0.15 0.50
C 0.4614 -0.1148 -0.1843 0.31 -0.59 -0.47
C -0.3092 1.8066 0.8212 -0.65 0.54 0.21
H -2.1777 -1.2366 0.5162 0.01 -0.13 -0.08
H 2.3771 0.8299 -0.1544 -0.14 -0.22 -0.13
H -0.4569 1.5968 -1.3455 0.48 -0.17 0.46
H 1.3138 -0.2848 1.8594 -0.09 0.03 -0.25
H 0.8676 -1.7861 1.0360 0.04 0.07 0.15
H -2.5692 -1.5677 -1.1766 0.00 -0.03 0.13
H 1.6279 0.7199 -1.7478 0.18 -0.27 -0.05
H -0.3785 -0.7853 1.7691 0.17 0.11 -0.27
H 0.7593 1.7153 1.1226 -0.63 0.10 -0.21
H 2.3271 -0.7479 -0.9796 0.45 -0.03 -0.15
H -0.5237 -0.5259 -1.9733 -0.56 0.27 0.00
H -0.8830 1.5600 1.7087 -0.32 0.27 0.03
H -1.2679 -2.4783 -0.3815 -0.16 0.10 0.01
H -0.4063 2.8433 0.5257 -0.50 0.39 0.42


# 3
9
Properties=species:S:1:pos:R:3:forces:R:3 method="wB97M-V/def2-TZVPD" lumo_energy_ev="0.102 / -0.363" de_lowest_kcal_mol=150.3 homo_energy_ha="-0.3623 / -0.2792"
P 0.6374 -1.3499 0.9961 2.45 -0.31 2.46
O -1.6394 0.3555 0.8138 -0.07 -0.52 0.43
C -0.4257 -0.1515 0.4269 -1.24 3.71 -1.51
C -0.6016 1.3330 0.6954 0.47 -2.04 -1.03
H -0.3033 1.8728 1.5526 0.29 -0.15 1.35
H -0.6360 1.9745 -0.1436 -0.37 0.38 -1.07
H 1.9244 -0.9730 0.4185 -1.05 0.28 0.33
H -0.9951 -0.7400 -2.0292 0.15 0.15 0.44
H 0.5410 -2.3663 0.1427 -0.62 -1.50 -1.39


# 4
22
Properties=species:S:1:pos:R:3:forces:R:3 method="wB97M-V/def2-TZVPD" lumo_energy_ev=0.246 de_lowest_kcal_mol=41.3 homo_energy_ha=-0.3124 smiles=CSSC.O.O.O.O
S 0.6415 -2.6533 0.1585 0.98 -0.74 1.25
S -0.6678 -1.5892 -0.8804 -1.71 -0.74 -0.91
O -3.5662 0.2970 0.5628 -1.15 1.82 -1.02
O -1.6369 1.4758 3.1513 -1.92 -0.87 -1.66
O 2.7166 0.4061 -2.7279 -2.09 -0.01 -2.21
O 0.7197 2.3162 2.5419 -1.23 1.91 1.30
C -0.2387 0.1289 -1.0413 -1.73 1.11 -2.07
C 2.1585 -2.9305 -0.8513 0.36 1.27 0.17
H 0.1379 3.1144 2.7445 1.28 -0.97 -1.16
H 0.3446 1.8468 3.3049 0.49 -0.83 -0.46
H -2.0588 1.0963 2.3215 1.48 0.33 0.77
H 1.8888 -3.1979 -1.8586 -0.06 -0.40 -0.31
H -2.4784 1.6104 3.5853 -0.17 0.30 1.04
H -0.1310 0.2736 -2.1644 0.64 0.24 1.63
H -0.9220 0.9486 -0.6982 -0.33 -1.32 -0.11
H 0.5438 0.2630 -0.3902 2.71 0.60 0.69
H -4.0658 1.1649 0.3919 1.08 -1.95 0.37
H -3.5854 -0.1444 -0.3120 0.13 0.23 0.78
H 2.9560 -3.5943 -0.4279 -1.26 0.33 -0.01
H 1.8816 -0.0192 -3.1141 1.66 0.38 1.24
H 2.7854 1.1061 -3.4206 0.50 -0.42 0.96
H 2.5768 -1.9192 -0.8756 0.34 -0.28 -0.28


# 5
16
Properties=species:S:1:pos:R:3:forces:R:3 method="wB97M-V/def2-TZVPD" lumo_energy_ev="0.692 / -2.177" multiplicity=3 de_lowest_kcal_mol=70.1 homo_energy_ha="-0.1873 / -0.3102"
S 0.2616 -1.1325 1.7803 0.66 1.64 2.27
N -0.8850 -0.9716 -1.5340 -0.45 2.79 -1.41
N 1.1417 0.1572 1.1584 4.81 -0.66 -0.25
N -0.2039 -2.2555 0.3769 -0.29 -0.19 -2.49
C -0.3654 0.3595 -1.6989 1.28 -2.21 -0.55
C -0.8284 -1.9995 -0.8440 0.62 -0.67 1.24
C 0.6391 1.4354 1.3754 -1.51 0.23 1.33
C -0.2948 1.8383 0.5204 -0.43 0.08 -1.05
C -0.1502 1.4256 -0.9350 -0.30 0.80 0.74
H 0.3422 2.2649 -1.4527 -0.36 -0.44 -0.07
H 0.7948 1.8682 2.3697 -0.16 0.07 -0.25
H -1.0362 2.6060 0.7788 0.65 0.01 -0.23
H 2.2352 0.0729 1.3443 -3.05 -0.10 -0.42
H 0.0848 0.4098 -2.7284 -0.81 0.14 0.97
H -1.3604 -2.8892 -1.1593 -0.47 -0.09 -0.42
H -0.3752 -3.1895 0.6480 -0.19 -1.38 0.59


# 6
11
Properties=species:S:1:pos:R:3:forces:R:3 method="wB97M-V/def2-TZVPD" lumo_energy_ev=0.854 de_lowest_kcal_mol=19.1 homo_energy_ha=-0.3987 smiles="[H]/N=C(/C)OC=O"
O -0.7834 0.7807 0.0953 -0.05 0.06 -0.02
O 1.1416 1.7427 -0.6053 -0.40 0.03 0.23
N -0.5743 -1.0195 -1.3777 0.01 0.29 0.33
C -0.3119 -0.5060 -0.2641 0.06 -0.36 -0.23
C 0.0479 1.8197 -0.1224 0.30 0.04 -0.17
C 0.4303 -1.1889 0.8353 0.05 -0.03 0.02
H -0.1912 -1.2446 1.7341 0.05 0.03 -0.12
H 0.7052 -2.1939 0.5148 -0.04 0.15 0.03
H 1.3341 -0.6248 1.0847 -0.11 -0.03 -0.05
H -0.4472 2.7467 0.2023 0.10 -0.11 -0.03
H -1.0920 -0.3649 -1.9649 0.01 -0.07 0.00


# 7
11
Properties=species:S:1:pos:R:3:forces:R:3 method="wB97M-V/def2-TZVPD" lumo_energy_ev=-5.782 de_lowest_kcal_mol=51.9 homo_energy_ha=-0.5473 charge=+1
N -3.5311 -0.2593 1.9388 0.15 0.07 -0.10
N 1.6220 -0.2121 -0.6695 -0.15 0.05 -0.10
C 2.6817 -0.8659 -0.7109 0.72 -0.39 0.07
C -0.4699 1.1416 -0.5841 -0.48 0.28 0.11
C 0.6092 0.4396 -0.6384 -0.17 0.17 0.02
C -2.6813 0.1873 1.2915 -0.04 -0.03 0.01
H -0.5799 1.9657 0.1087 0.20 0.01 0.09
H 2.7985 -1.7017 -1.3917 -0.16 0.01 -0.08
H -1.3289 0.9318 -1.2034 0.02 -0.18 -0.18
H 3.4982 -0.5966 -0.0510 0.02 0.06 0.07
H -4.2622 -0.6410 2.5000 -0.11 -0.04 0.08


# 8
19
Properties=species:S:1:pos:R:3:forces:R:3 method="wB97M-V/def2-TZVPD" lumo_energy_ev=0.634 de_lowest_kcal_mol=36.6 homo_energy_ha=-0.3164 smiles="C=CC=C(C)C.O"
O 3.2575 0.8569 3.4878 -0.53 0.49 0.01
C -1.1651 -0.6203 -0.3816 0.12 -0.19 0.35
C -2.0016 0.5639 -0.1864 0.06 0.60 -0.74
C 0.1241 -0.6009 -0.7158 0.09 0.09 0.35
C 0.9248 -1.8801 -0.7243 -0.23 0.50 -0.16
C -3.2129 0.7262 -0.7001 -0.06 -0.16 0.44
C 0.8555 0.6968 -0.9503 -0.53 -0.19 -0.07
H -3.6757 -0.0683 -1.2683 -0.31 0.08 -0.02
H 1.9087 0.4908 -1.0883 0.26 0.32 0.09
H 1.4130 -1.9867 0.2400 0.10 -0.16 0.22
H -1.6018 1.4725 0.2563 0.39 -0.27 0.36
H -1.6190 -1.5812 -0.1613 -0.15 -0.03 -0.18
H 2.3806 0.4545 3.4404 0.21 -0.16 -0.01
H 3.0378 1.8007 3.5546 0.32 -0.33 -0.02
H 0.6617 1.3960 -0.1340 0.36 -0.06 0.13
H -3.7265 1.6541 -0.4806 -0.27 -0.13 -0.35
H 1.7217 -1.8671 -1.4646 -0.07 -0.06 -0.21
H 0.4626 1.2086 -1.8289 0.11 -0.09 -0.22
H 0.2544 -2.7162 -0.8946 0.14 -0.25 0.03


One value per record, in order, for electronic energy: -1870722.048 -7483.756 -13484.359 -32160.271 -20596.455 -8776.869 -7198.303 -8462.768 eV.